Below is C3H4N2O as an isolated structure, with properties calculated with wB97M-V/def2-TZVPD.

Each line ends with the Löwdin charge.
Geometry (Å):
O -1.472 0.769 -1.355  0.005
C -0.938 0.002 -0.369  -0.202
C 0.468 0.503 0.482  -0.120
N 0.836 -0.573 1.223  -0.042
N 0.495 -1.552 0.402  0.091
C 0.332 -0.544 -0.675  -0.261
H -2.247 1.196 -0.970  0.097
H 0.738 1.541 0.649  0.124
H 0.902 -0.707 2.226  0.158
H 0.887 -0.633 -1.608  0.148

Its spin multiplicity is 1. The calculation puts the total energy at -8197.1700 eV. As for the net charge: 0. The calculation puts the frontier orbital gap (spin up / spin down) at 7.78 / 8.05 eV. As for the energy relative to the best compared isomer or geometry (same formula, charge and spin): 6.715 eV. As for the HOMO energy (spin up / spin down): -7.5 / -7.6 eV.